# 1
# C27H36CrN2O2STe

A molecular structure, C27H36CrN2O2STe (wB97M-V/def2-TZVPD, the Open Molecules 2025 dataset).

XYZ file:
```
70
Properties=species:S:1:pos:R:3:forces:R:3:lowdin_spin:R:1
Te 0.578 1.765 0.798 -0.07 -0.06 0.17 -0.07
Cr -0.309 0.242 -1.096 0.24 0.43 0.05 3.86
S 1.625 2.467 -2.188 -0.38 -0.49 -0.05 0.02
O 0.825 1.176 -2.513 0.10 0.38 0.25 0.03
O -3.896 -2.468 3.589 0.10 -0.04 -0.01 0.00
N -1.888 -1.604 4.170 0.11 -0.08 0.03 0.00
N -2.094 -0.229 -0.008 0.39 -0.08 -0.23 0.01
C 3.888 -1.323 -1.085 -0.01 -0.05 -0.06 0.00
C -1.252 5.968 -1.974 0.02 -0.04 -0.01 0.00
C 0.463 3.819 -2.079 0.04 -0.16 -0.07 0.01
C 0.163 -2.165 -1.361 0.03 -0.40 0.03 0.01
C -1.672 4.772 -2.542 -0.05 0.00 0.00 0.00
C -0.821 -0.602 4.075 -0.15 -0.01 0.03 0.00
C 0.552 -1.225 3.904 0.12 -0.02 -0.08 0.00
C -1.982 -0.872 1.158 -0.30 0.05 0.04 0.01
C -0.083 -1.992 -2.722 0.04 -0.20 -0.15 0.01
C -1.443 -2.270 -3.307 -0.08 0.07 -0.01 0.01
C 1.444 -1.990 -0.825 -0.01 0.11 0.00 0.02
C 4.075 -1.744 0.366 0.01 -0.03 0.10 0.00
C 1.009 -1.687 -3.542 -0.10 0.06 0.05 0.01
C -3.223 0.413 -0.298 -0.21 -0.03 0.25 0.02
C -3.011 -0.906 2.085 0.26 -0.15 -0.10 0.00
C -0.811 3.687 -2.601 -0.01 0.11 -0.03 0.00
C -4.196 -0.259 1.764 -0.19 0.02 0.07 0.01
C 0.035 6.083 -1.467 0.03 0.01 0.02 0.00
C -4.309 0.419 0.564 0.17 -0.04 -0.06 0.00
C 0.902 5.002 -1.514 -0.06 0.08 0.07 0.00
C -1.893 -2.451 5.366 0.00 0.12 0.00 0.00
C 2.146 2.829 -3.872 0.17 0.04 -0.18 0.00
C 4.166 0.177 -1.231 0.01 0.04 -0.02 0.00
C 2.512 -1.640 -1.636 -0.04 0.01 0.04 0.01
C -2.948 -1.729 3.348 -0.30 0.26 -0.06 0.00
C -1.463 -3.880 5.081 0.02 -0.06 0.00 0.00
C 2.269 -1.525 -3.009 0.10 0.03 0.01 0.02
H 1.286 -0.443 3.712 0.00 0.02 0.04 0.00
H 4.026 0.507 -2.263 0.02 -0.01 -0.01 0.00
H 3.859 -2.803 0.522 0.00 0.00 -0.04 0.00
H 1.891 5.072 -1.077 0.01 -0.05 0.00 0.00
H -1.534 -3.316 -3.607 0.04 -0.01 0.01 0.00
H -0.854 -0.017 4.999 0.06 0.03 -0.01 0.00
H -2.138 -4.340 4.360 -0.01 0.02 -0.01 0.00
H -1.223 -1.978 6.085 0.01 -0.04 0.01 0.00
H 3.487 0.748 -0.593 -0.02 0.00 0.01 0.00
H -1.490 -4.473 5.996 0.00 0.01 0.01 0.00
H 5.194 0.405 -0.942 -0.01 0.00 0.03 0.00
H 0.573 -1.904 3.048 -0.04 0.03 -0.01 0.00
H -0.625 -2.560 -0.728 -0.06 0.16 0.01 0.00
H -2.899 -2.440 5.786 0.01 -0.02 -0.01 0.00
H 0.854 -1.565 -4.608 0.00 -0.01 0.00 0.00
H -1.932 6.808 -1.922 0.00 0.01 0.00 0.00
H 2.609 3.815 -3.887 0.01 0.00 0.00 0.00
H -5.023 -0.306 2.461 0.01 0.00 0.00 0.00
H -0.448 -3.914 4.683 0.00 0.00 -0.01 0.00
H -1.121 2.746 -3.037 0.01 -0.03 0.00 0.00
H -2.235 -2.070 -2.584 0.00 0.00 0.00 0.00
H -1.017 0.100 3.266 -0.03 -0.06 -0.06 0.00
H -2.676 4.686 -2.936 0.00 -0.01 0.00 0.00
H 1.585 -2.102 0.241 -0.01 -0.02 -0.01 0.00
H -1.623 -1.659 -4.192 0.00 0.00 0.01 0.00
H 2.876 2.069 -4.150 -0.01 0.01 0.00 0.00
H 0.856 -1.793 4.786 -0.01 0.02 0.00 0.00
H 1.289 2.796 -4.541 -0.03 0.00 0.01 0.00
H 5.105 -1.566 0.678 0.00 0.02 -0.02 0.00
H 3.096 -1.275 -3.665 -0.01 0.00 -0.01 0.00
H -1.038 -1.367 1.345 0.05 0.05 0.02 0.00
H 0.360 7.010 -1.013 -0.01 0.00 0.00 0.00
H -5.213 0.943 0.292 -0.01 0.01 0.02 0.00
H 4.613 -1.868 -1.701 -0.02 0.00 -0.01 0.00
H 3.428 -1.157 1.023 0.00 0.02 -0.01 0.00
H -3.255 0.956 -1.234 0.04 -0.03 -0.03 0.01
```
Positions in Å, forces in eV/Å.

Calculated values
2S+1: 5
energy above the lowest of the compared OMol25 structures with the same formula, charge and spin: 0.0 kcal/mol
LUMO (alpha / beta): 0.307 / 0.220 eV
total charge: 0
E_tot: -82208.501 eV
F_max: 0.62 eV Å⁻¹
gap between HOMO and LUMO (alpha / beta): 5.8 / 6.0 eV
expectation value of S²: 6.090

***

# 2
# C27H36F24O9S3

6 unconnected molecules or ions with the total composition C27H36F24O9S3 in a non-equilibrium geometry (wB97M-V/def2-TZVPD, the Open Molecules 2025 dataset).

XYZ file:
```
99
Properties=species:S:1:pos:R:3:forces:R:3:lowdin_charge:R:1
S 2.262 -4.063 -2.419 -0.70 -0.13 -0.65 0.67
S -0.300 -0.812 0.264 1.17 0.85 2.02 0.70
S 2.567 0.270 8.539 0.16 -1.23 0.28 0.66
F -4.479 -2.251 -5.699 -0.15 1.22 0.33 0.07
F 4.554 5.558 -5.618 -0.45 0.20 -0.17 0.11
F 2.544 1.377 -2.312 -0.71 -0.26 0.43 0.12
F -4.739 -2.659 0.621 -0.35 -0.03 0.30 0.16
F -3.947 -0.668 0.301 0.04 0.04 -0.19 0.14
F -3.115 4.156 1.379 -0.16 -0.14 -0.13 0.12
F -4.448 2.191 0.117 0.05 0.25 0.62 0.11
F 0.990 5.039 -0.772 0.49 -0.17 -0.01 0.16
F -1.920 2.345 1.572 -0.17 -0.29 0.08 0.10
F 0.049 2.153 -3.549 0.32 0.45 -0.26 0.12
F -6.576 -0.500 0.719 -0.15 -0.10 0.07 0.12
F 0.219 0.376 -4.845 0.65 0.53 -0.64 0.10
F -6.239 -0.214 -1.430 0.38 0.25 0.22 0.09
F -0.681 7.121 -0.091 -0.06 -0.37 -0.12 0.10
F 2.793 -0.095 -3.843 -0.60 -0.56 -0.17 0.16
F -5.737 -1.803 -3.890 -0.12 0.83 -0.13 0.12
F 2.970 4.768 -4.256 -0.32 0.32 -0.67 0.10
F -2.718 -0.884 -4.384 0.10 0.05 0.11 0.13
F -2.499 -2.917 -3.585 0.22 0.00 -0.06 0.11
F 1.356 7.588 0.529 0.13 -0.24 -0.25 0.10
F 1.823 5.109 1.285 0.34 -0.39 -0.23 0.16
F 5.442 3.162 -6.138 0.42 -0.27 -0.42 0.11
F 3.324 3.141 -6.695 -0.18 0.34 -0.29 0.16
F -3.468 3.493 -1.353 -0.18 0.09 0.25 0.07
O 2.017 1.590 8.540 -0.43 0.38 -0.23 -0.30
O 3.383 -4.611 -3.136 0.17 -0.16 0.32 -0.32
O -0.724 0.389 -0.427 -0.69 -0.31 -0.34 -0.34
O -4.251 -2.122 -1.405 0.40 -0.58 -0.27 0.05
O 3.792 0.014 9.248 0.09 0.10 0.09 -0.32
O -0.385 -2.117 -0.338 -0.28 0.08 -0.35 -0.33
O -0.212 4.424 1.007 -0.98 0.08 0.55 0.07
O 2.106 -2.632 -2.362 0.25 0.10 0.48 -0.33
O 2.598 2.054 -4.395 -0.37 -0.47 -0.11 0.03
C -3.499 -1.265 -2.250 -0.40 1.25 0.36 -0.05
C 1.185 0.162 2.206 1.77 0.73 1.85 -0.24
C -4.596 -2.325 -4.333 0.44 -2.72 -1.05 -0.30
C 1.336 -0.958 9.014 0.27 -0.86 0.20 -0.24
C -0.981 -0.938 1.995 -0.09 -0.45 -0.67 -0.18
C 4.150 4.525 -4.865 0.37 -0.72 0.96 -0.32
C 2.735 -0.396 6.856 -0.20 0.72 0.25 -0.21
C -1.168 3.957 0.073 0.81 -2.10 -1.92 -0.06
C -3.251 2.571 -0.350 -0.15 -0.05 -1.99 -0.29
C -6.169 -1.105 -0.405 -0.36 -0.23 -0.57 -0.28
C 2.152 1.047 -3.582 1.64 1.61 -0.57 -0.53
C 3.974 1.993 -4.762 -0.58 0.00 -0.36 -0.04
C -4.743 -1.626 -0.233 0.62 -0.01 -0.35 -0.55
C 0.725 -4.717 -3.082 -0.20 -0.15 -0.44 -0.22
C 0.321 6.743 0.732 -0.03 0.46 0.65 -0.29
C -3.321 -1.833 -3.636 -0.43 0.12 0.03 -0.44
C 0.521 -1.186 7.750 0.85 0.92 -0.66 -0.21
C 0.731 5.270 0.525 -0.43 1.15 -0.01 -0.58
C 2.047 -4.812 -0.790 -0.23 0.53 1.03 -0.23
C 4.174 3.206 -5.667 0.16 -0.03 1.02 -0.47
C 0.872 -5.781 -0.870 0.11 0.60 -1.41 -0.20
C 1.393 -0.424 0.847 -1.02 -0.35 -0.84 -0.19
C -2.366 3.263 0.668 0.31 0.96 1.75 -0.43
C 0.638 0.956 -3.698 -1.49 -1.75 1.22 -0.29
C 1.577 -1.371 6.634 0.77 -1.46 0.34 -0.22
C 0.153 -0.604 2.989 -1.59 -1.44 -0.47 -0.21
C -0.108 -5.122 -1.883 -0.43 -0.61 0.69 -0.22
H -4.054 -0.325 -2.324 0.20 0.06 -0.35 0.14
H 1.019 1.241 2.208 -0.50 -0.09 -0.39 0.13
H -0.659 -4.316 -1.401 0.24 0.31 -0.21 0.09
H 1.165 -6.715 -1.352 0.09 -0.29 0.63 0.12
H -2.814 1.718 -0.870 0.47 -0.10 0.56 0.15
H 0.503 -1.574 3.362 0.56 0.10 -0.35 0.10
H 2.970 -5.175 -0.345 0.12 -0.20 -0.45 0.11
H 4.636 2.015 -3.897 0.01 0.10 0.01 0.15
H 1.205 -1.469 5.615 -0.30 0.82 0.02 0.09
H 0.302 -3.971 -3.752 -0.08 0.26 0.32 0.10
H 3.696 -0.898 6.907 0.09 0.11 -0.36 0.10
H 1.899 -1.874 9.228 0.25 0.13 -0.13 0.11
H 0.824 -0.765 9.954 -0.22 0.66 -0.25 0.11
H 4.137 1.082 -5.337 0.28 0.11 -0.10 0.15
H -2.504 -1.041 -1.865 0.03 -0.23 0.16 0.12
H -1.454 4.600 -0.756 -0.03 0.67 0.55 0.15
H -0.312 -0.207 3.892 0.36 0.88 -0.20 0.12
H 1.923 -1.375 0.824 0.25 0.15 0.08 0.11
H -0.653 3.118 -0.425 -0.21 0.08 -0.24 0.14
H -6.809 -1.935 -0.716 -0.12 -0.06 0.52 0.18
H 0.924 -5.577 -3.722 0.35 -0.11 0.24 0.11
H 2.130 0.088 2.762 0.02 0.02 -0.17 0.12
H 4.854 4.379 -4.038 0.29 0.15 -0.22 0.17
H -0.131 -2.049 7.815 -0.34 0.22 0.01 0.12
H -4.628 -3.417 -4.242 -0.19 0.12 0.91 0.17
H 0.005 6.853 1.773 -0.13 -0.02 -0.07 0.17
H -1.230 -1.998 2.013 -0.33 0.08 0.18 0.09
H -1.871 -0.331 2.133 0.01 0.10 -0.32 0.09
H 1.785 0.315 0.154 0.22 -0.28 -0.20 0.10
H 2.755 0.477 6.205 0.07 -0.11 -0.13 0.10
H 2.047 -2.359 6.739 -0.24 -0.07 0.37 0.11
H 0.048 -0.234 7.497 -0.81 -0.32 0.21 0.12
H 0.420 -5.871 0.112 0.00 -0.49 -0.02 0.12
H 0.213 0.291 -2.938 0.50 0.18 0.44 0.16
H -0.852 -5.875 -2.148 -0.03 0.10 -0.22 0.11
H 1.680 -4.025 -0.122 0.27 0.35 -0.30 0.08
```
Positions in Å, forces in eV/Å.

Calculated values
energy above the lowest of the compared OMol25 structures with the same formula, charge and spin: 0.0 kcal/mol
LUMO: -0.214 eV
total charge: 0
E_tot: -144734.042 eV
F_max: 2.96 eV Å⁻¹
SMILES string: FC(F)C(F)(F)COC(F)(F)C(F)F.FC(F)C(F)(F)COC(F)(F)C(F)F.FC(F)C(F)(F)COC(F)(F)C(F)F.O=S1(=O)CCCC1.O=S1(=O)CCCC1.O=S1(=O)CCCC1
gap between HOMO and LUMO: 10.4 eV

***

# 3
# C27H36FN7O3Ti

A molecular structure, C27H36FN7O3Ti (wB97M-V/def2-TZVPD, the Open Molecules 2025 dataset).

XYZ file:
```
75
Properties=species:S:1:pos:R:3:forces:R:3:lowdin_charge:R:1
Ti 0.253 -0.071 -0.183 -0.05 -0.09 0.13 1.00
F 1.479 6.465 -1.924 0.01 -0.01 0.00 0.08
O -1.770 -0.031 0.248 0.13 -0.02 -0.06 -0.11
O -3.770 0.620 0.993 0.00 -0.03 0.01 0.08
O -0.069 2.002 -0.553 0.00 0.18 -0.06 -0.10
N -0.018 0.043 -2.306 -0.11 -0.05 -0.06 -0.18
N 0.495 -1.639 1.440 -0.02 -0.04 0.01 0.10
N 0.855 0.920 1.668 -0.04 -0.04 0.00 -0.17
N -0.509 -2.125 -0.913 0.03 -0.01 0.00 -0.11
N -0.698 8.271 -1.581 -0.02 0.01 0.03 -0.10
N -3.242 4.505 0.099 0.00 -0.01 -0.01 -0.02
N -1.487 10.502 -2.489 0.00 -0.01 0.01 0.06
C -2.323 2.280 0.173 -0.05 0.00 0.02 0.00
C -0.595 -2.298 -2.372 0.01 -0.02 0.03 -0.17
C 0.833 0.218 2.939 0.00 0.03 0.01 -0.12
C -0.862 9.218 -0.484 0.00 0.00 0.01 -0.12
C 0.754 -3.520 3.452 0.00 -0.01 0.00 -0.01
C 0.196 4.665 -1.188 -0.01 0.00 0.01 0.10
C -0.839 -0.947 -3.004 0.01 0.04 -0.01 -0.16
C 0.303 5.994 -1.470 -0.05 0.06 0.01 -0.18
C -0.054 10.241 -2.852 -0.04 0.03 0.00 -0.07
C 0.364 -2.947 1.175 0.00 0.01 0.00 -0.22
C 1.957 0.656 0.752 -0.01 0.04 0.06 -0.19
C 0.746 -1.260 2.698 0.01 -0.02 0.01 -0.23
C -2.071 5.016 -0.438 -0.04 0.07 0.00 -0.11
C -0.995 4.149 -0.663 0.04 -0.03 -0.02 -0.04
C -4.431 5.349 0.317 0.05 -0.03 0.03 -0.17
C 0.894 -2.173 3.728 0.00 0.01 0.00 0.01
C -1.690 10.403 -0.997 0.00 0.03 -0.05 -0.07
C 0.478 -3.916 2.153 0.00 0.01 0.00 0.01
C -0.769 6.887 -1.280 0.06 -0.02 -0.01 -0.14
C -1.946 6.375 -0.770 0.00 -0.03 -0.01 0.06
C -3.325 3.196 0.367 0.02 -0.01 -0.01 0.06
C 0.108 -3.280 -0.262 0.00 0.00 0.00 -0.11
C -2.671 0.840 0.520 0.02 0.09 0.00 -0.57
C -5.225 5.570 -0.959 -0.02 0.01 -0.01 -0.05
C -1.086 2.724 -0.350 0.06 -0.07 0.01 -0.25
C 1.363 -0.230 -1.944 -0.01 0.02 -0.07 -0.17
C 0.268 8.766 -2.559 0.02 -0.01 -0.01 -0.13
H -0.499 -4.185 -0.350 0.00 0.00 0.01 0.14
H 2.401 1.565 0.360 0.00 -0.01 0.00 0.07
H 1.303 8.716 -2.215 0.00 0.00 0.00 0.13
H 1.740 -1.179 -2.312 0.01 0.00 0.01 0.07
H -5.588 4.621 -1.353 0.00 0.00 0.01 0.09
H 0.853 -4.255 4.239 0.00 0.00 0.00 0.13
H 0.353 -4.959 1.898 0.00 0.00 0.00 0.13
H 0.185 8.171 -3.467 0.00 0.00 0.00 0.14
H -6.090 6.199 -0.750 0.00 0.00 -0.01 0.09
H 0.632 1.898 1.775 0.01 0.00 0.00 0.13
H 2.706 -0.012 1.167 -0.01 -0.01 -0.01 0.08
H -0.163 0.975 -2.664 0.00 0.00 -0.01 0.12
H 2.031 0.580 -2.216 0.00 0.01 0.01 0.07
H 0.354 -2.712 -2.711 0.00 0.00 -0.01 0.12
H -1.883 -0.652 -2.882 0.00 -0.01 -0.01 0.13
H -1.375 -3.009 -2.654 0.00 0.00 0.00 0.14
H -5.036 4.838 1.062 -0.01 0.01 -0.01 0.13
H 1.063 -3.477 -0.758 0.00 0.00 0.00 0.14
H -4.262 2.831 0.772 0.00 0.00 0.00 0.16
H 0.089 10.490 -3.901 0.01 -0.01 0.00 0.14
H -1.380 8.751 0.349 0.00 -0.01 0.00 0.13
H -2.785 7.045 -0.656 -0.01 0.00 0.00 0.11
H 0.111 9.559 -0.109 0.00 0.00 0.00 0.14
H 1.105 -1.824 4.730 0.00 0.00 0.00 0.13
H -0.614 -0.989 -4.073 0.01 0.00 0.00 0.13
H 1.042 4.010 -1.344 -0.01 -0.01 0.01 0.14
H 1.717 0.441 3.545 0.00 0.00 0.00 0.14
H -2.757 10.269 -0.834 0.00 0.00 0.01 0.14
H 0.539 10.925 -2.248 0.01 -0.01 -0.01 0.14
H -1.379 11.351 -0.562 0.00 -0.01 0.01 0.14
H -0.049 0.531 3.503 0.00 0.00 0.00 0.14
H -4.106 6.284 0.772 -0.01 0.01 -0.01 0.12
H -2.067 9.792 -2.939 0.01 -0.01 0.00 0.18
H -4.628 6.050 -1.734 0.00 0.00 0.00 0.07
H -1.790 11.414 -2.831 0.00 0.00 0.01 0.19
H -1.444 -1.975 -0.530 0.00 -0.01 -0.01 0.13
```
Positions in Å, forces in eV/Å.

Calculated values
LUMO: -4.970 eV
total charge: +2
E_tot: -70979.613 eV
F_max: 0.19 eV Å⁻¹
gap between HOMO and LUMO: 7.4 eV

***

> Among the records above, which one has the highest E_tot?

C27H36FN7O3Ti

***

> Which formula does entry 3 have?

C27H36FN7O3Ti